# 1
{"formula": "C2H7NOS", "method": "ωB97M-V with the def2-TZVPD basis set", "species": ["C", "C", "N", "O", "S", "H", "H", "H", "H", "H", "H", "H"], "xyz": [[0.598044, -1.628068, 0.204488], [0.068560, 1.389440, 0.084003], [-1.182251, -0.705120, -2.272411], [-1.636670, -1.791648, -2.656422], [-0.570327, -0.263641, 0.623195], [-0.088948, -2.385039, -0.098154], [1.163096, -1.895202, 1.045778], [-0.497332, 2.122865, 0.660394], [1.102406, 1.419322, 0.409760], [-0.094055, 1.483720, -1.008182], [-1.877850, -0.101817, -1.676373], [1.015566, -1.311080, -0.676141]], "forces_ev_per_angstrom": [[-2.549, 1.339, 0.593], [-0.024, -1.384, -0.166], [-0.962, -1.838, -0.520], [0.680, 3.213, 1.402], [-0.677, 0.271, 0.560], [-0.375, -0.901, 0.086], [1.138, -0.288, 0.724], [-0.040, -0.138, -0.189], [0.202, 0.362, -0.402], [0.410, 0.229, 0.690], [0.209, -1.346, -0.922], [1.989, 0.482, -1.855]], "lowdin_charge": [-0.360, -0.386, -0.031, -0.083, 0.717, 0.012, 0.013, 0.025, 0.024, 0.025, 0.048, -0.006], "e_homo_ev": [-8.77, -8.77], "spin_multiplicity": 1, "homo_lumo_gap_ev": [8.46, 8.46], "de_lowest_kj_mol": 382.3}

=====

# 2
{"formula": "C2H7NOS", "method": "ωB97M-V with the def2-TZVPD basis set", "species": ["C", "S", "H", "H", "H", "H", "C", "N", "O", "H", "H", "H"], "xyz": [[-2.500863, -2.065307, 0.304582], [-0.938660, -2.297245, -0.648983], [-3.083117, -1.203354, -0.030962], [-2.940723, -3.076223, 0.296587], [-2.172120, -1.784787, 1.320569], [-0.485477, -1.086657, -1.126292], [2.273535, 2.363941, -0.434776], [1.585988, 1.282800, 0.121390], [3.463272, 2.430015, -0.575167], [1.672440, 3.335722, -0.553940], [2.109099, 0.472901, 0.440813], [1.016626, 1.628195, 0.886180]], "forces_ev_per_angstrom": [[1.432, 0.853, 0.665], [0.394, -0.043, -0.569], [-0.308, -0.715, -0.393], [-0.223, 0.829, -0.096], [-0.395, -0.459, -0.262], [-0.875, -0.436, 0.667], [0.128, 1.117, 1.546], [-0.427, 0.593, 0.069], [0.259, -0.466, -0.838], [0.070, -1.467, -0.103], [0.413, 0.382, -0.365], [-0.467, -0.188, -0.322]], "lowdin_charge": [-0.473, 0.564, 0.027, 0.026, 0.014, -0.167, -0.413, 0.079, 0.025, 0.139, 0.096, 0.083], "e_homo_ev": -9.06, "spin_multiplicity": 1, "homo_lumo_gap_ev": 9.76, "de_lowest_kj_mol": 101.6}

=====

# 3
{"formula": "C2H7NOS", "method": "ωB97M-V with the def2-TZVPD basis set", "species": ["C", "C", "N", "O", "S", "H", "H", "H", "H", "H", "H", "H"], "xyz": [[0.763640, 0.243940, -0.254073], [-1.820003, 1.137698, -0.123827], [2.024981, -0.896102, -0.219645], [-1.362440, -1.225460, 0.878375], [-1.114773, -0.527261, -0.385392], [0.538120, 0.490157, 0.757055], [2.801721, -0.566097, 0.371166], [-1.327307, 1.427968, 0.876086], [-1.653595, 1.718217, -1.035645], [-2.945596, 0.955594, 0.004613], [2.372194, -1.023951, -1.143522], [1.723062, -1.734708, 0.274813]], "forces_ev_per_angstrom": [[-1.009, -0.263, -2.060], [-0.479, -0.982, 1.048], [-1.718, 0.940, 2.323], [-0.481, -1.081, 1.401], [2.558, 1.069, -1.232], [0.765, -0.074, 1.486], [-0.539, 0.412, -0.490], [-0.919, 0.268, -1.716], [0.234, 0.314, 0.588], [1.684, 0.264, -0.006], [-0.045, -0.370, -0.721], [-0.050, -0.496, -0.620]], "lowdin_charge": [-0.271, -0.315, 0.059, -0.624, 0.705, -0.065, 0.128, 0.068, 0.037, 0.067, 0.098, 0.114], "e_homo_ev": -7.37, "spin_multiplicity": 1, "homo_lumo_gap_ev": 7.55, "de_lowest_kj_mol": 467.2}

=====

# 4
{"formula": "C2H7NOS2", "method": "ωB97M-V with the def2-TZVPD basis set", "species": ["C", "C", "N", "O", "S", "S", "H", "H", "H", "H", "H", "H", "H"], "xyz": [[0.440114, -1.255706, 0.237906], [1.588418, -0.384646, 0.374857], [-0.852683, 2.641853, -0.309510], [1.779481, 0.502449, -0.694012], [-2.440589, 2.476747, 0.209789], [0.480285, 1.048879, -1.630762], [0.608722, -2.217069, -0.242505], [-0.161432, -1.354816, 1.159108], [-0.339719, -0.724802, -0.442467], [2.622223, -0.958280, 0.393409], [1.441192, 0.117409, 1.361039], [-0.860245, 3.611903, -0.704061], [-0.203039, 2.451083, 0.470330]], "forces_ev_per_angstrom": [[-3.716, -0.638, -1.141], [2.612, -1.020, 1.592], [-0.916, 1.731, 1.077], [-0.928, 1.799, -1.527], [-0.161, -0.617, -0.070], [1.434, -0.545, 0.234], [0.111, -0.084, 0.174], [0.667, -0.364, -0.194], [1.294, -0.879, 1.006], [-2.058, 1.043, 0.266], [0.654, 0.377, -0.791], [1.197, -1.347, 0.278], [-0.188, 0.543, -0.906]], "lowdin_charge": [-0.164, -0.402, -0.635, -0.590, 0.480, 0.782, 0.077, 0.085, 0.032, 0.159, 0.117, 0.038, 0.021], "e_homo_ev": [-8.49, -8.77], "spin_multiplicity": 1, "homo_lumo_gap_ev": [7.10, 7.74], "de_lowest_kj_mol": 425.5}

=====

# 5
{"formula": "C2H7NOS2", "method": "ωB97M-V with the def2-TZVPD basis set", "species": ["C", "S", "S", "H", "H", "H", "H", "C", "N", "O", "H", "H", "H"], "xyz": [[0.515154, -1.722239, 0.961734], [-0.225149, -0.033608, 1.114734], [1.571195, 1.137481, 1.466608], [1.473456, -1.721566, 1.623547], [0.574117, -2.006608, -0.068956], [-0.177408, -2.405904, 1.548716], [1.637396, 0.763611, 2.719125], [-1.386300, -0.199634, -2.585462], [-1.239814, 0.966491, -1.830957], [-0.856701, -1.274591, -2.239399], [-2.159633, 0.020441, -3.369766], [-0.735124, 0.751788, -1.082956], [-1.390354, 1.898800, -2.196920]], "forces_ev_per_angstrom": [[0.015, -0.007, 3.065], [1.707, 0.158, 0.455], [-1.416, -0.630, -1.085], [-1.449, -0.044, -1.766], [0.441, -0.191, -0.388], [0.604, 0.734, -0.988], [0.161, -0.073, 0.924], [0.052, 0.195, 1.556], [-2.340, -1.015, -4.772], [-1.466, 2.408, -1.265], [0.812, -1.019, -0.142], [2.867, -0.021, 4.177], [0.012, -0.494, 0.228]], "lowdin_charge": [-0.451, 0.398, 0.324, 0.052, -0.002, 0.043, -0.239, -0.347, 0.108, -0.030, 0.127, -0.088, 0.105], "e_homo_ev": -9.20, "spin_multiplicity": 1, "homo_lumo_gap_ev": 9.41, "de_lowest_kj_mol": 95.7}

=====

# 6
{"formula": "C2H7NS", "method": "ωB97M-V with the def2-TZVPD basis set", "species": ["C", "C", "H", "H", "H", "H", "H", "H", "H", "N", "S"], "xyz": [[0.624790, 0.260694, -0.476833], [-0.620876, 0.971861, 0.277169], [0.773021, -2.028359, -0.662315], [1.326590, -0.852946, 0.919687], [1.501608, 0.987414, -0.489452], [0.394987, 0.081516, -1.427469], [-0.139621, 1.385854, 1.244998], [-0.902340, 1.973625, -0.188724], [-1.581503, -1.433280, 0.689043], [0.609732, -1.002480, 0.252264], [-1.986386, -0.343902, -0.138366]], "forces_ev_per_angstrom": [[-0.998, 2.473, 3.882], [1.632, 0.738, -1.739], [0.157, 4.049, 4.052], [1.352, -1.319, 0.745], [-0.459, -1.349, 0.523], [-1.140, -0.446, -3.923], [-1.692, -1.665, -0.556], [-0.127, -1.502, 0.041], [-0.466, 1.732, -1.093], [1.325, -3.309, -4.112], [0.417, 0.598, 2.180]], "lowdin_charge": [-0.426, -0.468, 0.242, 0.025, 0.118, 0.016, 0.091, 0.063, -0.108, -0.150, 0.597], "e_homo_ev": -8.69, "spin_multiplicity": 1, "homo_lumo_gap_ev": 9.38, "de_lowest_kj_mol": 330.7}

=====

# 7
{"formula": "C2H7NS", "method": "ωB97M-V with the def2-TZVPD basis set", "species": ["C", "C", "N", "S", "H", "H", "H", "H", "H", "H", "H"], "xyz": [[1.068865, 0.431019, 1.289998], [-0.790696, -1.090138, -0.495510], [-0.664158, 0.371069, -0.379836], [0.018648, 1.087290, -1.690936], [1.981999, -0.174766, 1.048015], [1.042799, 1.405899, 1.047251], [0.318566, 0.101961, 2.116812], [0.079505, -1.501403, -0.927638], [-1.255983, -1.650330, 0.387392], [-1.553779, -1.221897, -1.253176], [-0.245766, 2.241295, -1.142374]], "forces_ev_per_angstrom": [[-1.217, -4.063, 1.788], [-1.973, 0.586, 0.125], [0.226, -1.408, 2.005], [0.124, -0.527, -0.502], [-1.252, 0.561, 0.259], [0.160, 3.156, -0.655], [1.775, 0.486, -1.615], [1.190, -1.034, 0.059], [1.325, 1.204, -0.773], [-0.410, -0.220, -0.502], [0.052, 1.258, -0.189]], "lowdin_charge": [0.037, -0.263, -0.541, 0.721, 0.029, -0.078, 0.051, 0.037, 0.101, 0.052, -0.146], "e_homo_ev": [-8.01, -8.01], "spin_multiplicity": 1, "homo_lumo_gap_ev": [8.17, 8.56], "de_lowest_kj_mol": 418.4}

=====

# 8
{"formula": "C2H7NS2", "method": "ωB97M-V with the def2-TZVPD basis set", "species": ["N", "C", "C", "S", "S", "H", "H", "H", "H", "H", "H", "H"], "xyz": [[-2.006809, -0.679796, 0.436425], [-1.004218, 0.119668, -0.345632], [0.434892, -0.372504, -0.106345], [1.463830, 0.823956, -1.020887], [3.383569, 0.282849, -0.216468], [-1.983254, -0.233184, 1.348897], [-2.923328, -0.476661, 0.062428], [-1.232870, 0.150449, -1.411112], [-1.018931, 1.165690, -0.040338], [0.796739, -0.440948, 0.918873], [0.554493, -1.376643, -0.529776], [3.535890, 1.037125, 0.903930]], "forces_ev_per_angstrom": [[0.572, 0.572, -0.303], [0.247, -0.296, 1.054], [-0.333, 0.041, -1.232], [-1.931, 0.575, -0.882], [2.562, -0.655, 1.099], [-0.236, -0.375, 0.143], [-0.230, -0.003, -0.013], [0.029, -0.456, 0.036], [-0.112, 0.201, 0.059], [-0.451, 0.324, 0.195], [-0.008, 0.127, -0.015], [-0.109, -0.056, -0.141]], "lowdin_spin": [0.008, 0.022, 0.014, 0.392, 0.483, 0.001, 0.001, 0.013, 0.007, 0.001, 0.000, 0.058], "s2": 0.754, "e_homo_ev": [0.22, -4.07], "spin_multiplicity": 2, "homo_lumo_gap_ev": [3.44, 7.70], "charge": -1, "de_lowest_kj_mol": 30.5}

=====

# 9
{"formula": "C2H7NS2", "method": "ωB97M-V with the def2-TZVPD basis set", "species": ["C", "C", "N", "S", "S", "H", "H", "H", "H", "H", "H", "H"], "xyz": [[-2.654032, 0.344528, -0.700897], [2.798391, -0.949016, 0.347837], [-1.643687, 0.053277, 0.278945], [3.851682, 0.252414, -0.228619], [-0.200749, 0.837058, 0.324423], [-2.168233, 0.771993, -1.575774], [-3.169113, -0.577012, -0.984904], [-3.395783, 1.058707, -0.323931], [2.543013, -1.726590, -0.344366], [2.198888, -0.761447, 1.211626], [-1.969955, -0.349680, 1.148575], [3.809580, 1.045768, 0.847085]], "forces_ev_per_angstrom": [[-0.375, -0.065, -0.337], [-0.085, 0.007, -0.102], [0.446, 0.292, 0.554], [0.255, 0.233, -0.108], [-0.154, -0.201, 0.009], [-0.053, -0.034, 0.008], [-0.015, 0.082, -0.037], [0.091, -0.044, -0.035], [-0.050, -0.218, -0.086], [-0.178, -0.071, 0.275], [0.078, -0.041, -0.156], [0.042, 0.060, 0.015]], "lowdin_charge": [-0.201, -0.528, -0.610, 0.661, 0.596, 0.063, 0.077, 0.079, -0.017, -0.045, 0.062, -0.137], "e_homo_ev": [-8.15, -7.05], "spin_multiplicity": 1, "homo_lumo_gap_ev": [8.81, 6.44], "de_lowest_kj_mol": 280.1}

=====

# 10
{"formula": "C2H7O", "method": "ωB97M-V with the def2-TZVPD basis set", "species": ["O", "H", "C", "C", "H", "H", "H", "H", "H", "H"], "xyz": [[-0.594795, 1.890558, 1.820954], [-0.946635, 1.153495, 2.340207], [-0.311402, -0.839432, -0.805288], [0.778290, 0.065631, -0.207819], [-1.166518, -0.229498, -1.139254], [-0.814402, -1.516547, -0.137494], [0.065103, -1.366893, -1.689712], [0.294496, 0.827058, 0.455063], [1.431604, -0.587309, 0.369667], [1.264263, 0.602941, -1.006325]], "forces_ev_per_angstrom": [[-0.112, -0.075, 0.075], [0.026, 0.140, -0.035], [-0.427, 1.065, -0.987], [-1.449, -0.412, 0.543], [0.329, 0.092, -0.194], [0.350, -0.544, 0.611], [-0.163, -0.285, 0.146], [0.322, -0.349, 0.147], [0.538, 0.370, -0.024], [0.587, -0.002, -0.282]], "lowdin_charge": [-0.641, -0.199, -0.203, -0.188, 0.055, 0.039, 0.040, 0.010, 0.047, 0.040], "e_homo_ev": -2.17, "spin_multiplicity": 1, "homo_lumo_gap_ev": 6.63, "charge": -1, "de_lowest_kj_mol": 11.7}

=====

# 11
{"formula": "C2H7O", "method": "ωB97M-V with the def2-TZVPD basis set", "species": ["O", "H", "C", "C", "H", "H", "H", "H", "H", "H"], "xyz": [[-1.377022, -1.636239, -0.459244], [-1.497702, -2.400512, -1.040430], [0.743747, 0.972693, 0.993680], [0.637066, 0.692180, -0.501823], [1.641655, 1.561866, 1.218481], [0.896192, 0.034627, 1.527413], [-0.159770, 1.418396, 1.388077], [0.815438, -0.362726, -0.718950], [-0.389599, 0.749370, -0.836079], [1.272398, 1.323841, -1.112456]], "forces_ev_per_angstrom": [[0.039, -0.128, -0.129], [-0.023, 0.113, 0.132], [0.738, -0.484, -0.069], [-0.337, -0.623, -0.099], [-0.317, 0.281, 0.109], [-0.229, -0.072, 0.055], [-0.022, 0.339, 0.175], [0.261, 0.081, 0.040], [-0.272, 0.257, -0.105], [0.162, 0.236, -0.110]], "lowdin_charge": [-0.646, -0.227, -0.184, -0.209, 0.044, 0.054, 0.049, 0.041, 0.038, 0.039], "e_homo_ev": -2.06, "spin_multiplicity": 1, "homo_lumo_gap_ev": 6.59, "charge": -1, "de_lowest_kj_mol": 20.5}

=====

# 12
{"formula": "C2H7O11P2PtS", "method": "ωB97M-V with the def2-TZVPD basis set", "species": ["Pt", "O", "S", "O", "O", "O", "C", "C", "O", "P", "O", "O", "O", "P", "O", "O", "O", "H", "H", "H", "H", "H", "H", "H"], "xyz": [[-0.093143, -0.311175, 0.004354], [-2.414258, -1.094880, -2.950593], [-1.553772, -0.801952, -1.841770], [-1.214493, 0.665661, -1.705338], [-2.124101, -1.169553, -0.504657], [-0.211244, -1.464211, -1.896033], [-0.215581, 3.052405, 0.201555], [0.694906, 2.746305, 1.367090], [1.083826, 3.933560, 2.018740], [2.231401, 1.854843, 0.874334], [3.072997, 2.801275, -0.096608], [3.140685, 1.848058, 2.160669], [2.078169, 0.514104, 0.241079], [0.085759, 1.564648, 2.677779], [-1.420102, 2.041883, 3.013703], [0.987398, 1.840125, 3.830357], [0.038029, 0.136197, 2.184391], [0.272512, 3.759653, -0.470397], [-1.135364, 3.505879, 0.567444], [-0.466299, 2.142667, -0.352551], [1.170963, 3.712972, 2.959959], [2.965788, 2.476802, -0.992717], [2.583065, 1.717420, 2.958886], [-2.044489, 1.557071, 2.471986]], "forces_ev_per_angstrom": [[0.971, -0.107, 1.234], [0.138, 0.032, 0.081], [-1.259, -0.196, -1.199], [0.138, 0.265, 0.092], [-0.095, -0.155, 0.287], [0.450, -0.213, 0.013], [-0.016, -0.192, -0.048], [0.301, -0.981, 0.270], [-0.068, 0.424, 0.106], [0.855, 0.077, -0.166], [-0.064, 0.241, 0.278], [0.048, 0.139, -0.278], [-0.673, -0.054, -0.331], [-0.876, -0.152, 0.201], [0.509, 0.218, 0.146], [0.113, 0.333, 0.219], [-0.204, 0.145, -0.783], [0.018, 0.002, -0.006], [-0.025, 0.023, 0.056], [-0.028, 0.374, -0.011], [0.155, 0.045, 0.025], [0.050, -0.078, -0.361], [-0.155, 0.033, 0.356], [-0.282, -0.225, -0.182]], "lowdin_spin": [1.433, 0.026, -0.005, 0.181, 0.121, 0.118, -0.004, -0.002, 0.000, 0.006, 0.002, 0.002, 0.052, 0.005, 0.000, 0.003, 0.065, 0.000, 0.000, -0.003, 0.000, 0.000, 0.000, 0.000], "s2": 2.006, "e_homo_ev": [-5.53, -6.89], "spin_multiplicity": 3, "homo_lumo_gap_ev": [8.35, 8.73], "charge": -1, "de_lowest_kj_mol": 30.9}